ORCA calculation (ωB97M-V/def2-TZVPD) on 4 unconnected molecules or ions with the total composition C3H12O4.

Calculated values
Net charge: 0
Molecular weight: 112.12 g/mol
Energy above the lowest of the compared OMol25 structures with the same formula, charge and spin: 182.58 kJ/mol
Frontier orbital gap: 10.105 eV
Multiplicity: 1

Cartesian coordinates (Å):
C1 -1.61 1.73 2.07
C2 -0.36 1.36 1.77
C3 -0.01 0.13 1.11
O1 -0.90 -0.33 0.05
H1 -1.70 2.63 2.68
H2 -2.45 1.25 1.66
H3 0.39 1.90 2.23
H4 1.01 0.24 0.80
H5 0.04 -0.71 1.86
H6 -1.38 0.41 -0.22
O2 -4.00 -1.12 -1.48
H7 -3.73 -1.54 -0.65
H8 -4.96 -1.21 -1.69
O3 3.02 -0.69 -2.79
H9 2.10 -0.80 -3.21
H10 3.17 0.31 -2.94
O4 3.53 -1.19 -0.09
H11 4.41 -0.85 -0.16
H12 3.44 -1.55 -0.99

These are the Mulliken partial charges, in e, on atoms 1 to 2: atom 1 (C): -0.783, atom 2 (C): -0.219